## P
ORCA calculation (ωB97M-V with the def2-TZVPD basis set) on C13H19N3OS in the gas phase.

Output
**Structure (SMILES)**: COc1ccc(NC(=S)NC2CCCCC2)cn1
**Net charge**: 0

Positions of all 37 atoms, in Å:
C1 -5.4199 -1.9076 -0.4268
O1 -5.4408 -0.6551 0.2310
C2 -4.3306 0.0912 0.1189
C3 -4.3163 1.3525 0.7333
C4 -3.1759 2.1099 0.6324
C5 -2.0676 1.6113 -0.0702
N1 -0.9260 2.4021 -0.1699
C6 0.3857 2.0534 -0.3166
S1 1.4740 3.2629 -0.6145
N2 0.7264 0.7591 -0.1973
C7 2.0954 0.2893 -0.2453
C8 2.1380 -1.1003 -0.8765
C9 3.5780 -1.5997 -0.9515
C10 4.2084 -1.6277 0.4375
C11 4.1606 -0.2410 1.0715
C12 2.7232 0.2623 1.1511
C13 -2.2084 0.3652 -0.6726
N3 -3.3025 -0.3738 -0.5698
H1 -5.2612 -1.7770 -1.4994
H2 -4.6217 -2.5387 -0.0299
H3 -6.3909 -2.3602 -0.2383
H4 -5.1902 1.6964 1.2608
H5 -3.1234 3.0893 1.0857
H6 -1.0672 3.4021 -0.1078
H7 0.0527 0.1284 0.2144
H8 2.6470 0.9995 -0.8697
H9 1.7003 -1.0630 -1.8760
H10 1.5435 -1.7901 -0.2708
H11 4.1555 -0.9354 -1.5976
H12 3.5982 -2.5982 -1.3922
H13 3.6655 -2.3354 1.0688
H14 5.2430 -1.9682 0.3676
H15 4.7499 0.4544 0.4706
H16 4.5953 -0.2715 2.0723
H17 2.6994 1.2685 1.5733
H18 2.1360 -0.3951 1.7987
H19 -1.4334 -0.0598 -1.2951

## Q
ORCA calculation (ωB97M-V with the def2-TZVPD basis set) on a molecular structure, C13H19N3OS.

Output
**Net charge**: 0

Positions of all 37 atoms, in Å:
C1 -1.8056 4.8851 -3.1402
N1 -0.7478 4.3441 -2.4153
C2 -1.0333 3.0489 -2.0079
S1 -2.2646 2.1654 -2.3690
N2 0.1876 2.5397 -1.0079
C3 0.0745 1.2007 -0.3120
C4 -0.3077 0.0659 -0.8926
C5 -0.1162 -1.2523 -0.6119
C6 0.3395 -1.4162 0.7297
C7 0.6922 -0.1234 1.4639
C8 0.3903 0.9310 0.8087
H1 0.8443 1.7893 1.3514
H2 1.2356 -0.1542 2.4789
N3 0.3438 -2.6217 1.2969
C9 -0.5887 -3.5640 1.1872
H3 -1.2748 -3.4167 0.4704
C10 -0.0848 -4.8454 1.4799
O1 0.5470 -5.1322 2.6786
C11 1.5772 -4.2199 2.4943
C12 1.0648 -2.8018 2.6339
H4 2.1230 -2.2050 2.5159
H5 0.4013 -2.6557 3.5608
H6 2.0098 -4.4763 3.5823
H7 2.1972 -4.4750 1.9492
H8 -0.9561 -5.8146 1.1421
H9 0.4612 -5.1217 0.4567
H10 -1.2439 -3.2504 2.1906
H11 -0.5448 -2.1179 -1.2226
H12 -0.7008 0.0909 -1.9952
H13 0.4728 3.2320 -0.4118
C13 0.3765 4.9330 -2.0639
H14 0.6318 5.7799 -2.7083
H15 1.2881 4.3991 -2.0643
H16 0.4552 5.4149 -0.8862
H17 -1.3052 5.7436 -3.5507
H18 -2.8243 4.9909 -2.6949
H19 -1.9150 4.1097 -4.1170

Preferred: P; penalty for the next structure: 1262.6 kJ/mol.

## P
ORCA calculation (ωB97M-V with the def2-TZVPD basis set) on C3H4ClFO in the gas phase.

Output
**Structure (SMILES)**: O=CC[C@H](F)Cl
**Net charge**: 0

Positions of all 10 atoms, in Å:
O1 1.9122 -0.3196 -0.2362
C1 1.2169 0.6393 0.0502
C2 -0.2161 0.6069 0.2039
C3 -0.7095 -0.8196 0.0214
F1 -0.0134 -1.7336 0.6704
Cl1 -0.7561 -1.2249 -1.7713
H1 1.7123 1.5302 0.0794
H2 -0.7873 1.3278 -0.5376
H3 -0.4885 0.9503 1.2416
H4 -1.8705 -0.9568 0.2782

## Q
ORCA calculation (ωB97M-V with the def2-TZVPD basis set) on C3H4ClFO in the gas phase.

Output
**Structure (SMILES)**: OC/C=C(/F)Cl
**Net charge**: 0

Positions of all 10 atoms, in Å:
O1 0.3189 0.7571 -1.6603
C1 0.0941 1.0575 -0.2790
C2 0.4295 -0.0287 0.6754
C3 -0.1909 -1.2434 0.6642
F1 0.0376 -2.0311 1.6884
Cl1 -1.3608 -1.8197 -0.5194
H1 -0.0009 -0.1462 -1.9418
H2 0.6683 1.9335 -0.1049
H3 -1.0082 1.3687 -0.0814
H4 1.0124 0.1523 1.5588

Preferred: P; penalty for the next structure: 17.4 kJ/mol.

## P
ORCA calculation (ωB97M-V with the def2-TZVPD basis set) on C3H4ClFO in the gas phase.

Output
**Structure (SMILES)**: OC/C=C(/F)Cl
**Net charge**: 0

Positions of all 10 atoms, in Å:
O1 1.4170 -0.5277 -0.7491
C1 0.6787 -0.5988 0.4519
C2 -0.6714 0.0203 0.3510
C3 -1.0776 0.9821 -0.4445
F1 -2.3738 1.2020 -0.6359
Cl1 -0.1428 2.2967 -1.0692
H1 1.8790 -1.3394 -0.8738
H2 0.4665 -1.5488 0.8747
H3 1.2107 0.0199 1.1953
H4 -1.3863 -0.5063 0.8996

## Q
ORCA calculation (ωB97M-V with the def2-TZVPD basis set) on 2 unconnected molecules or ions with the total composition C3H4ClFO.

Output
**Net charge**: 0

Positions of all 10 atoms, in Å:
C1 -2.5969 -0.1346 0.9739
C2 -1.2880 -0.7606 1.0024
C3 1.1470 -0.3547 -0.1738
O1 -2.3621 -1.0996 0.1894
F1 -0.9548 -1.7084 1.9272
Cl1 -3.8172 -0.5564 2.1950
H1 -2.6922 0.9028 0.6445
H2 1.3111 -0.7634 0.7501
H3 1.1380 0.6827 -0.2147
H4 0.7349 -0.9273 -0.9086

## R
ORCA calculation (ωB97M-V with the def2-TZVPD basis set) on 2 unconnected molecules or ions with the total composition C3H4ClFO.

Output
**Net charge**: 0

Positions of all 10 atoms, in Å:
C1 3.4286 -0.5807 0.1826
C2 0.6062 -0.5706 -1.3733
C3 -0.1448 0.1762 -0.3485
O1 2.3221 -0.0938 -0.0288
F1 -1.1166 1.1270 -0.7145
Cl1 4.7798 0.2581 0.7470
H1 1.0948 -0.1286 -2.2627
H2 0.6201 -1.5797 -1.2836
H3 -0.8335 -0.3640 0.3346
H4 0.5987 0.7838 0.1753

Preferred: P; penalty for the next structure: 342.9 kJ/mol.